Record 1
Molecular formula: C7H4ClNOS
Method: DFT, ωB97M-V with the def2-TZVPD basis set

```
! RIJCOSX wB97M-V def2-TZVPD def2/J DEFGRID3
* xyz 0 1
O -0.270 -1.119 -3.032
Cl -0.904 3.281 -0.628
S -0.078 1.349 2.146
C -0.236 -0.512 -1.955
C 0.511 -0.200 2.667
C 0.675 -1.074 1.633
C -0.679 0.867 -1.886
C -0.627 1.552 -0.694
C -0.210 0.793 0.504
C 0.215 -0.509 0.379
N 0.216 -1.143 -0.846
H 0.705 -0.402 3.704
H 1.040 -2.071 1.796
H -0.944 1.290 -2.858
H 0.586 -2.100 -0.930
*
```

Values from the calculation:
Energy above the lowest of the compared OMol25 structures with the same formula, charge and spin, kcal/mol: 1.8
Energy, Eh: -1257.539125
SMILES: O=c1cc(Cl)c2sccc2[nH]1
HOMO, eV: -8.5
Gap between HOMO and LUMO, Ha: 0.31433

Record 2
Molecular formula: C6H11N
Method: DFT, ωB97M-V with the def2-TZVPD basis set

```
! RIJCOSX wB97M-V def2-TZVPD def2/J DEFGRID3
* xyz 0 1
C -2.256 0.300 -0.894
C -1.189 -0.201 0.064
C 0.093 -0.757 -0.554
C 1.071 -0.371 0.566
C 2.504 -0.011 0.206
C 0.198 0.771 1.037
N 0.016 1.871 1.533
H -3.136 0.684 -0.367
H -1.873 1.100 -1.539
H -2.598 -0.513 -1.549
H -0.949 1.204 0.863
H -1.602 -0.892 0.808
H 0.073 -1.826 -0.791
H 0.341 -0.200 -1.468
H 1.056 -1.140 1.350
H 3.019 -0.891 -0.194
H 2.529 0.776 -0.555
H 3.061 0.342 1.080
*
```

Values from the calculation:
Energy above the lowest of the compared OMol25 structures with the same formula, charge and spin, kcal/mol: 104.2
Energy, Eh: -289.805578
HOMO, eV: -7.8
Gap between HOMO and LUMO, Ha: 0.32139

Record 3
Molecular formula: C30H32B2BrClF4N5O3
Method: DFT, ωB97M-V with the def2-TZVPD basis set

```
! RIJCOSX wB97M-V def2-TZVPD def2/J DEFGRID3
* xyz 1 1
C -0.228 3.683 -3.122
C 0.482 3.036 -4.451
B 1.897 2.231 -4.152
O 3.236 2.913 -4.230
N 1.962 0.716 -3.816
Br 2.356 -0.365 -5.261
C 1.718 0.443 -2.515
N 1.448 1.467 -1.435
C 1.207 0.692 -0.156
C 0.889 1.399 1.290
C -0.074 0.527 2.291
N -1.164 1.200 2.841
N 1.350 -0.752 -0.582
Cl 1.144 -2.148 0.473
N 1.677 -0.915 -1.948
B 1.853 -2.336 -2.329
O 3.072 -3.146 -1.972
O 0.836 -3.069 -3.159
H -0.871 4.639 -3.353
H 0.621 3.908 -2.345
H -0.930 2.842 -2.651
H 0.766 3.951 -5.159
H -0.300 2.400 -5.078
H 3.583 2.615 -5.144
H 0.365 2.445 1.072
H 1.897 1.670 1.867
H 0.114 -0.584 2.608
H -1.696 0.561 3.491
H 2.708 -4.084 -1.918
H -0.037 -2.587 -3.062
F -6.311 2.101 7.947
C -5.231 2.187 7.159
C -5.192 1.466 5.971
C -4.070 1.559 5.148
C -2.994 2.365 5.528
C -3.040 3.080 6.725
C -4.167 2.996 7.542
H -6.034 0.839 5.696
H -4.033 1.005 4.213
H -2.117 2.433 4.887
H -2.200 3.704 7.021
H -4.224 3.552 8.472
F 2.717 -6.096 -0.922
C 2.042 -6.910 -1.745
C 1.292 -7.953 -1.212
C 0.585 -8.798 -2.067
C 0.644 -8.596 -3.448
C 1.403 -7.549 -3.974
C 2.101 -6.698 -3.118
H 1.265 -8.099 -0.137
H -0.010 -9.611 -1.660
H 0.095 -9.257 -4.116
H 1.450 -7.397 -5.049
H 2.689 -5.874 -3.508
F -1.446 -2.438 3.178
C -1.178 -3.668 3.638
C -2.222 -4.477 4.073
C -1.944 -5.760 4.548
C -0.624 -6.214 4.591
C 0.417 -5.392 4.157
C 0.138 -4.114 3.672
H -3.240 -4.104 4.040
H -2.753 -6.403 4.883
H -0.407 -7.212 4.965
H 1.444 -5.746 4.196
H 0.934 -3.465 3.322
F 0.754 6.387 -5.265
C 0.973 7.402 -4.419
C 1.975 7.291 -3.461
C 2.206 8.350 -2.583
C 1.425 9.505 -2.666
C 0.418 9.605 -3.627
C 0.195 8.551 -4.512
H 2.566 6.382 -3.406
H 2.992 8.275 -1.835
H 1.603 10.329 -1.978
H -0.191 10.504 -3.687
H -0.577 8.615 -5.272
*
```

Values from the calculation:
Energy, Eh: -5144.873312
HOMO, eV: -10.7
Gap between HOMO and LUMO, Ha: 0.24154

Record 4
Molecular formula: ClH14O7
Method: DFT, ωB97M-V with the def2-TZVPD basis set

```
! RIJCOSX wB97M-V def2-TZVPD def2/J DEFGRID3
* xyz -1 1
Cl 0.531 0.589 -0.322
O 1.986 -2.621 0.194
H 1.651 -1.729 0.000
H 1.709 -3.151 -0.558
O -1.387 1.073 2.314
H -2.013 1.728 1.989
H -0.604 1.191 1.747
O -1.145 -1.817 1.297
H -0.810 -1.070 0.768
H -1.334 -1.409 2.147
O -0.905 3.281 -1.470
H -0.820 3.739 -0.629
H -0.466 2.420 -1.307
O 1.539 -1.297 -2.933
H 1.492 -0.680 -2.182
H 0.889 -1.973 -2.718
O -2.002 0.022 -2.479
H -1.148 0.096 -2.019
H -2.518 -0.553 -1.904
O 2.163 0.729 2.806
H 1.419 0.306 3.246
H 1.773 1.124 2.013
*
```

Values from the calculation:
Energy above the lowest of the compared OMol25 structures with the same formula, charge and spin, kcal/mol: 7.3
Energy, Eh: -995.400419
HOMO, eV: -6.8
Gap between HOMO and LUMO, Ha: 0.36575

Record 5
Molecular formula: C10H39BN10O6Pd
Method: DFT, ωB97M-V with the def2-TZVPD basis set

```
! RIJCOSX wB97M-V def2-TZVPD def2/J DEFGRID3
* xyz 2 3
N -1.109 -3.611 -3.483
H -0.916 -4.534 -3.122
H -2.110 -3.684 -3.598
H -0.591 -3.491 -4.341
H -0.933 -2.872 -2.816
Pd 1.263 -2.865 0.190
B -0.340 -1.800 -1.211
H -0.661 -0.882 -1.679
H -0.110 -1.561 -0.184
H -1.130 -2.529 -1.301
H 0.582 -2.187 -1.615
C 1.730 1.805 2.659
O 0.835 2.548 1.865
C -0.059 1.676 1.116
C -0.533 2.561 -0.088
N 0.594 3.142 -0.790
C -0.057 4.087 -1.750
C 0.962 4.716 -2.792
O 0.209 5.407 -3.839
C -0.274 6.678 -3.381
H 1.123 1.158 3.293
H 2.284 2.470 3.322
H 2.432 1.155 2.137
H -0.854 1.360 1.792
H 0.473 0.792 0.765
H -1.375 3.146 0.283
H -1.040 1.853 -0.742
H 1.129 3.684 -0.126
H -0.647 4.841 -1.231
H -0.800 3.505 -2.295
H 1.510 3.970 -3.368
H 1.645 5.347 -2.223
H -0.602 7.205 -4.277
H 0.397 7.371 -2.872
H -1.189 6.605 -2.794
C 1.403 -1.610 3.384
O 1.076 -1.813 2.201
N 2.589 -1.773 3.909
N 0.622 -1.442 4.384
H 3.277 -2.258 3.351
H 2.662 -1.852 4.913
H 1.008 -1.721 5.274
H -0.339 -1.197 4.191
C -3.715 -0.750 -0.384
O -4.787 -0.312 -0.065
N -2.837 -1.158 0.508
N -3.202 -0.745 -1.579
H -1.874 -1.356 0.275
H -3.075 -0.854 1.441
H -3.789 -0.436 -2.341
H -2.262 -1.107 -1.644
C -1.160 -4.507 1.709
O -0.624 -3.692 1.069
N -1.094 -5.771 1.518
N -1.851 -4.223 2.748
H -0.691 -6.233 0.715
H -1.465 -6.324 2.277
H -2.100 -4.913 3.442
H -1.762 -3.263 3.049
C 2.806 -0.164 -0.667
O 2.836 -1.379 -0.399
N 3.773 0.674 -0.323
N 1.794 0.324 -1.288
H 3.759 1.669 -0.496
H 4.594 0.158 -0.040
H 1.545 1.295 -1.167
H 1.045 -0.330 -1.467
*
```

Values from the calculation:
⟨S²⟩: 2.00
Energy, Eh: -1555.455273
HOMO (spin up / spin down), eV: -13.2 / -13.2
Gap between HOMO and LUMO (spin up / spin down), Ha: 0.25212 / 0.15047

Record 6
Molecular formula: C5H11NO
Method: DFT, ωB97M-V with the def2-TZVPD basis set

```
! RIJCOSX wB97M-V def2-TZVPD def2/J DEFGRID3
* xyz 0 1
C -0.978 -1.318 -0.700
C -0.653 0.143 -0.388
C -1.477 0.678 0.783
N 0.780 0.339 -0.160
C 1.470 -0.377 0.900
C 1.487 1.149 -0.993
O 1.039 1.767 -1.940
H -0.767 -1.973 0.155
H -2.042 -1.423 -0.939
H -0.397 -1.674 -1.556
H -0.869 0.749 -1.272
H -1.244 1.731 0.970
H -2.547 0.596 0.563
H -1.287 0.116 1.705
H 0.734 -0.793 1.591
H 2.079 -1.205 0.517
H 2.114 0.295 1.476
H 2.558 1.198 -0.710
*
```

Values from the calculation:
Energy above the lowest of the compared OMol25 structures with the same formula, charge and spin, kcal/mol: 11.3
Energy, Eh: -327.113279
SMILES: CC(C)N(C)C=O
HOMO, eV: -9.3
Gap between HOMO and LUMO, Ha: 0.37184